No. 1
ORCA calculation (ωB97M-V/def2-TZVPD) on a single C11H13NS2 molecule.

Computed properties:
Structure (SMILES)   CC(C)C1=C(c2ccccc2)SNS1
Frontier orbital gap   7.4 eV
Energy above the lowest of the compared OMol25 structures with the same formula, charge and spin   38.34 kcal per mole
HOMO energy   -7.0747 eV
Multiplicity   1
E_LUMO   0.28 eV

Element x y z (Å)
C1 -0.997 -2.209 1.036
C2 -1.034 -1.475 -0.312
C3 -1.931 -2.219 -1.301
C4 -1.534 -0.093 -0.105
C5 -0.644 1.175 0.121
C6 0.786 1.236 -0.034
C7 1.416 0.706 -1.162
C8 2.789 0.779 -1.294
C9 3.555 1.378 -0.308
C10 2.939 1.922 0.808
C11 1.566 1.862 0.943
S1 -1.606 2.565 0.588
N1 -3.013 1.699 1.101
S2 -3.220 0.237 0.212
H1 -1.994 -2.251 1.470
H2 -0.333 -1.693 1.727
H3 -0.633 -3.224 0.897
H4 -0.014 -1.429 -0.704
H5 -1.565 -3.232 -1.450
H6 -1.948 -1.710 -2.263
H7 -2.949 -2.269 -0.920
H8 0.815 0.268 -1.945
H9 3.262 0.374 -2.177
H10 4.628 1.431 -0.416
H11 3.535 2.392 1.576
H12 1.083 2.286 1.812
H13 -2.960 1.494 2.099

---

No. 2
ORCA calculation (ωB97M-V/def2-TZVPD) on 4 unconnected molecules or ions with the total composition C59H46Cl2N2O7S.

Computed properties:
Structure (SMILES)   COCCCCCCCc1cc(/C(Cl)=C(/C)Cl)c2nsnc2c1.O=C1c2ccccc2C(=O)c2ccccc21.O=C1c2ccccc2C(=O)c2ccccc21.O=C1c2ccccc2C(=O)c2ccccc21
Frontier orbital gap   7.0 eV
HOMO energy   -8.4150 eV
Multiplicity   1
E_LUMO   -1.38 eV

Element x y z (Å)
C1 10.303 -8.568 3.797
O1 9.697 -7.274 3.578
C2 10.142 -6.641 2.353
C3 8.830 -5.954 1.660
C4 8.916 -4.350 1.587
C5 8.192 -3.572 2.792
C6 6.689 -4.050 3.101
C7 5.658 -3.638 1.911
C8 4.314 -2.947 2.465
C9 3.081 -3.970 2.659
C10 3.158 -5.506 2.355
C11 1.981 -6.519 2.522
C12 2.242 -8.050 2.184
Cl1 1.763 -9.317 3.429
C13 2.837 -8.505 0.959
C14 3.119 -10.076 0.680
Cl2 3.318 -7.353 -0.381
C15 0.616 -5.932 3.051
N1 -0.602 -6.669 3.308
S1 -1.657 -5.418 3.872
N2 -0.750 -3.954 3.899
C16 0.539 -4.371 3.382
C17 1.752 -3.362 3.192
H1 9.442 -9.345 3.839
H2 10.845 -8.660 4.818
H3 11.058 -8.893 3.004
H4 10.619 -7.344 1.588
H5 10.952 -5.849 2.609
H6 7.870 -6.371 2.113
H7 8.850 -6.328 0.561
H8 10.040 -4.075 1.655
H9 8.542 -4.017 0.559
H10 8.115 -2.462 2.460
H11 8.793 -3.573 3.764
H12 6.370 -3.499 4.072
H13 6.596 -5.166 3.334
H14 6.194 -2.848 1.252
H15 5.474 -4.536 1.215
H16 4.544 -2.526 3.516
H17 3.997 -2.053 1.818
H18 4.148 -5.966 1.994
H19 2.208 -10.713 0.936
H20 3.497 -10.255 -0.398
H21 4.010 -10.369 1.362
H22 1.627 -2.255 3.464
O2 -1.922 3.396 1.518
C18 -1.094 3.302 2.408
C19 -0.153 4.412 2.680
C20 -0.231 5.583 1.925
C21 0.622 6.647 2.200
C22 1.554 6.545 3.231
C23 1.646 5.373 3.974
C24 0.797 4.301 3.696
C25 0.915 3.052 4.481
O3 1.781 2.935 5.332
C26 -0.038 1.950 4.222
C27 0.039 0.780 4.980
C28 -0.873 -0.249 4.767
C29 -1.865 -0.113 3.798
C30 -1.936 1.046 3.031
C31 -1.019 2.078 3.238
H23 -0.959 5.671 1.124
H24 0.557 7.558 1.615
H25 2.211 7.380 3.453
H26 2.378 5.298 4.772
H27 0.807 0.669 5.739
H28 -0.813 -1.156 5.360
H29 -2.582 -0.912 3.639
H30 -2.709 1.144 2.276
O4 -3.577 7.940 -5.743
C32 -2.749 7.845 -4.853
C33 -1.808 8.956 -4.581
C34 -1.886 10.127 -5.336
C35 -1.033 11.190 -5.061
C36 -0.100 11.089 -4.031
C37 -0.008 9.916 -3.288
C38 -0.858 8.845 -3.566
C39 -0.740 7.595 -2.781
O5 0.127 7.479 -1.930
C40 -1.692 6.493 -3.040
C41 -1.614 5.323 -2.282
C42 -2.526 4.295 -2.494
C43 -3.519 4.431 -3.463
C44 -3.590 5.590 -4.230
C45 -2.673 6.622 -4.023
H31 -2.614 10.214 -6.136
H32 -1.098 12.102 -5.646
H33 0.557 11.923 -3.808
H34 0.724 9.841 -2.490
H35 -0.847 5.212 -1.522
H36 -2.467 3.388 -1.901
H37 -4.237 3.632 -3.622
H38 -4.364 5.688 -4.985
O6 -6.565 1.903 -3.860
C46 -7.416 1.042 -4.005
C47 -8.628 1.032 -3.155
C48 -8.805 2.030 -2.195
C49 -9.959 2.052 -1.419
C50 -10.940 1.079 -1.600
C51 -10.759 0.073 -2.543
C52 -9.599 0.044 -3.319
C53 -9.407 -1.040 -4.307
O7 -10.230 -1.934 -4.413
C54 -8.205 -1.019 -5.171
C55 -8.030 -2.016 -6.132
C56 -6.921 -1.987 -6.971
C57 -5.984 -0.963 -6.853
C58 -6.148 0.024 -5.887
C59 -7.257 -0.005 -5.039
H39 -8.047 2.794 -2.053
H40 -10.097 2.831 -0.676
H41 -11.846 1.104 -1.003
H42 -11.524 -0.685 -2.676
H43 -8.760 -2.814 -6.232
H44 -6.789 -2.761 -7.720
H45 -5.124 -0.935 -7.514
H46 -5.412 0.818 -5.799